#w
16
Properties=species:S:1:pos:R:3:nbo_charge:R:1 method="wB97M-V/def2-TZVPD" charge=+1 homo_energy_ev=-15.75 orbital_gap_ev=12.04
C 1.13 -0.03 -1.02 -0.7025
C -2.54 -0.36 -1.22 -0.8502
C 1.27 0.20 0.43 0.5765
N 1.70 1.30 0.94 -0.7093
N 1.01 -0.89 1.20 -0.7221
H 0.13 0.27 -1.25 0.2762
H 1.77 0.78 -1.53 0.2591
H 1.16 -1.11 -1.40 0.2843
H -2.87 0.22 -0.34 0.2251
H -2.52 -1.44 -1.05 0.2188
H -1.52 -0.14 -1.42 0.1647
H 1.77 1.39 2.02 0.4528
H 1.87 2.07 0.25 0.4491
H 1.34 -0.95 2.13 0.4084
H 0.92 -1.79 0.82 0.4230
H -3.22 -0.34 -2.14 0.2461

=====

#x
16
Properties=species:S:1:pos:R:3:nbo_charge:R:1 method="wB97M-V/def2-TZVPD" charge=+1 homo_energy_ev=-13.99 orbital_gap_ev=5.96
C -2.82 0.04 -0.09 -0.4867
C 0.60 -0.28 -0.41 -0.1495
C 1.79 -0.22 0.49 -0.3246
N 3.10 0.13 -0.06 -0.7427
N -1.72 0.55 0.66 -0.5255
H -2.99 -0.97 0.38 0.2412
H -3.85 0.54 -0.07 0.2644
H 0.74 0.04 -1.48 0.2480
H 0.22 -1.33 -0.43 0.2418
H 1.50 0.48 1.33 0.2532
H 1.93 -1.25 0.96 0.2662
H 3.07 1.04 -0.49 0.3716
H 3.56 -0.39 -0.80 0.3936
H -0.60 0.39 0.23 0.2827
H -1.97 1.45 1.07 0.4101
H -2.57 -0.21 -1.29 0.2564

=====

#y
16
Properties=species:S:1:pos:R:3:nbo_charge:R:1 method="wB97M-V/def2-TZVPD" charge=+1 homo_energy_ev=-11.39 orbital_gap_ev=6.99
N 0.06 2.25 2.65 -0.8680
H -0.58 1.99 1.89 0.4681
H -0.40 1.90 3.51 0.4606
H 0.92 1.71 2.48 0.4652
H 0.24 3.24 2.75 0.4637
C 0.60 -1.65 -2.48 -0.4515
C 0.58 -0.98 -1.32 -0.0204
N -0.41 -1.00 -0.29 -0.6178
C -0.66 0.30 0.29 -0.4178
H -0.24 -2.29 -2.77 0.2061
H 1.44 -1.56 -3.14 0.2230
H 1.43 -0.36 -1.01 0.1752
H -1.36 -1.38 -0.60 0.3843
H -0.94 0.20 1.36 0.1507
H 0.25 0.93 0.24 0.1726
H -1.48 0.84 -0.22 0.2059

=====

#z
16
Properties=species:S:1:pos:R:3:nbo_charge:R:1 method="wB97M-V/def2-TZVPD" charge=+1 homo_energy_ev=-14.69 orbital_gap_ev=10.13
C -2.64 -0.41 0.24 -0.6127
C -1.37 -0.24 1.07 -0.6022
H -2.29 -0.29 -0.80 0.1893
H -3.21 -1.33 0.24 0.2297
H -3.27 0.47 0.36 0.2196
H -0.52 -0.86 0.74 0.1676
H -1.54 -0.45 2.13 0.2208
H -0.91 0.75 1.02 0.1887
N 1.86 -0.67 -1.29 -0.7003
C 1.72 0.58 -0.88 0.4219
N 1.97 0.95 0.36 -0.7067
H 2.48 -1.31 -0.82 0.4317
H 1.93 -0.70 -2.31 0.4341
H 1.40 1.34 -1.58 0.2366
H 2.30 1.90 0.43 0.4440
H 2.08 0.26 1.09 0.4379

=====

Which structure loses on stability? #x does.

=====

#w
25
Properties=species:S:1:pos:R:3:nbo_charge:R:1 method="wB97M-V/def2-TZVPD" charge=0 homo_energy_ev=-8.37 orbital_gap_ev=9.16
C -3.41 -3.09 -0.24 -0.6240
C -2.11 -2.27 -0.20 0.1931
C -1.59 -1.36 -1.09 -0.2605
C -0.34 -0.75 -0.85 -0.2359
C 0.34 -0.97 0.45 0.2578
C 1.50 0.92 0.29 0.2740
C 2.42 1.20 -0.62 -0.2527
C 2.69 2.54 -0.81 -0.2045
C 2.07 3.51 -0.08 -0.2232
C 1.17 3.17 0.92 -0.1834
C 0.88 1.92 1.07 -0.2631
C -0.29 -1.98 1.25 0.0089
H -3.94 -2.78 -1.10 0.2043
H -3.97 -2.81 0.59 0.2258
H -3.13 -4.21 -0.34 0.2298
H -1.98 -1.31 -2.03 0.2069
H 0.08 -0.07 -1.62 0.2240
H 2.77 0.42 -1.36 0.2373
H 3.49 2.89 -1.42 0.2170
H 2.25 4.61 -0.20 0.2177
H 0.65 4.03 1.61 0.2224
H 0.15 1.68 1.98 0.2339
H 0.12 -2.29 2.22 0.1885
N -1.33 -2.56 0.92 -0.4215
O 1.53 -0.46 0.67 -0.4726

=====

#x
25
Properties=species:S:1:pos:R:3:nbo_charge:R:1 method="wB97M-V/def2-TZVPD" charge=0 homo_energy_ev=-8.74 orbital_gap_ev=9.50
C 0.10 1.55 -4.51 -0.6498
C -0.25 1.16 -3.02 0.1835
C -0.75 0.01 -2.49 -0.2488
C -0.93 -0.11 -1.11 -0.2175
C -0.34 0.88 -0.34 0.2408
C -0.02 -0.28 1.69 0.2850
C -0.67 -0.72 2.86 -0.2544
C -0.24 -1.90 3.45 -0.1892
C 0.85 -2.62 3.10 -0.2772
C 1.43 -2.20 1.96 -0.1682
C 1.03 -1.04 1.26 -0.2989
C 0.08 2.06 -0.86 0.0139
H -0.70 2.34 -4.69 0.2347
H -0.10 0.73 -5.32 0.2211
H 1.19 2.01 -4.51 0.2438
H -0.96 -0.86 -3.10 0.2178
H -1.32 -0.95 -0.58 0.2341
H -1.51 -0.06 3.44 0.2389
H -0.86 -2.28 4.32 0.2147
H 1.26 -3.60 3.37 0.2351
H 2.46 -2.50 1.48 0.2115
H 1.72 -0.79 0.44 0.2286
H 0.31 2.96 -0.20 0.2083
N 0.03 2.18 -2.14 -0.4205
O -0.43 0.88 1.05 -0.4873

=====

Which structure loses on stability? #w does.

=====

#w
19
Properties=species:S:1:pos:R:3:nbo_charge:R:1 method="wB97M-V/def2-TZVPD" charge=0 homo_energy_ev=-8.45 orbital_gap_ev=9.36
C 2.57 -1.01 0.17 -0.7414
S 1.90 0.66 0.44 0.1526
C 1.43 1.07 -1.28 -0.7260
H 3.59 -1.06 0.54 0.2255
H 2.61 -1.19 -0.90 0.2188
H 1.91 -1.76 0.62 0.2205
H 0.64 0.40 -1.59 0.2117
H 1.01 2.07 -1.25 0.2261
H 2.33 1.03 -1.88 0.2170
C -1.94 0.61 1.54 -0.4199
N -2.18 0.44 0.11 -0.6229
C -1.71 -0.83 -0.38 -0.4143
H -2.35 -0.24 2.09 0.1869
H -0.87 0.67 1.77 0.1778
H -2.43 1.51 1.90 0.1964
H -1.77 1.21 -0.39 0.3474
H -2.35 -1.63 0.02 0.1909
H -0.67 -1.08 -0.08 0.1570
H -1.74 -0.87 -1.46 0.1962

=====

#x
19
Properties=species:S:1:pos:R:3:nbo_charge:R:1 method="wB97M-V/def2-TZVPD" charge=0 homo_energy_ev=-9.18 orbital_gap_ev=9.92
C -1.77 2.22 -0.78 -0.6344
C -0.61 1.55 -1.48 -0.4923
S -0.75 -0.30 -1.61 -0.0744
H -2.63 2.46 -1.41 0.2168
H -2.18 1.58 0.01 0.2157
H -1.58 3.20 -0.33 0.2219
H -0.62 1.86 -2.52 0.2139
H 0.38 1.78 -1.09 0.2135
C 1.98 -0.10 2.27 -0.6119
C 1.63 -1.49 1.75 -0.2212
N 0.18 -1.63 1.54 -0.8254
H 3.05 -0.05 2.48 0.2052
H 1.40 0.12 3.16 0.2117
H 1.86 0.68 1.51 0.1936
H 1.91 -2.17 2.56 0.1845
H 2.21 -1.65 0.83 0.1632
H -0.18 -0.31 -2.81 0.1265
H -0.08 -1.03 0.75 0.3495
H 0.08 -2.50 1.02 0.3436

=====

Which structure loses on stability? #w does.

=====

#w
19
Properties=species:S:1:pos:R:3:nbo_charge:R:1 method="wB97M-V/def2-TZVPD" charge=0 homo_energy_ev=-4.71 orbital_gap_ev=3.27
C -2.43 -0.43 0.55 -0.5965
C -1.79 -1.18 1.71 -0.5545
S -2.28 -2.91 1.93 -0.6571
H -2.73 0.57 0.86 0.1851
H -3.24 -0.90 0.00 0.2299
H -1.65 -0.20 -0.21 0.0990
H -1.94 -0.66 2.66 0.1831
H -0.69 -1.16 1.63 0.1428
C 2.53 0.20 -0.26 -0.6600
C 1.18 0.89 -0.36 -0.2546
N 0.74 0.96 -1.81 -0.6770
H 2.45 -0.89 -0.30 0.2442
H 3.27 0.50 -1.00 0.2103
H 3.00 0.29 0.72 0.2647
H 0.48 0.25 0.15 0.2646
H 1.19 1.84 0.14 0.2349
H 1.44 0.50 -2.39 0.4380
H 0.61 1.90 -2.17 0.4418
H -0.14 0.43 -1.88 0.4613

=====

#x
19
Properties=species:S:1:pos:R:3:nbo_charge:R:1 method="wB97M-V/def2-TZVPD" charge=0 homo_energy_ev=-7.60 orbital_gap_ev=8.32
C -1.25 -2.66 -0.90 -0.4122
N -1.20 -1.46 -0.05 -0.7936
H -0.30 -3.18 -0.81 0.2123
H -2.05 -3.32 -0.56 0.1900
H -1.46 -2.37 -1.92 0.2092
H -0.34 -0.51 -0.69 0.2429
H -0.72 -1.61 0.83 0.3847
H -2.09 -1.03 0.15 0.3882
C -0.46 1.30 1.85 -0.6175
C 0.96 0.86 1.49 -0.4030
C 1.36 1.33 0.10 -0.5050
S 0.52 0.58 -1.35 -0.3064
H -0.47 2.38 2.02 0.2097
H -0.80 0.83 2.78 0.2007
H -1.22 1.11 1.09 0.2042
H 1.64 1.29 2.22 0.2064
H 1.09 -0.23 1.55 0.1816
H 2.41 1.10 -0.05 0.2060
H 1.26 2.41 0.04 0.2019

=====

Which structure loses on stability? #w does.